Record 1
# C7H15O12S2V

C7H15O12S2V as an isolated structure (the ωB97M-V functional and the def2-TZVPD basis, the OMol25 dataset).

The geometry in XYZ format:
```
37
Properties=species:S:1:pos:R:3:mulliken_spin:R:1
O 2.208 1.481 -0.955 -0.24
V 1.061 0.415 -0.776 1.56
O 3.502 -2.811 -2.766 0.00
C 3.470 -1.804 -1.827 0.00
O 2.351 -1.312 -1.461 0.02
O 4.492 -1.547 -1.201 0.00
H 4.461 -2.825 -2.729 0.00
O 2.312 -0.647 3.310 -0.01
C 2.461 -0.297 2.104 0.10
O 1.524 0.003 1.319 0.06
O 3.593 -0.352 1.656 0.01
H 3.204 -0.908 3.547 0.00
O -0.536 2.342 -4.253 0.00
C 0.364 1.757 -3.485 -0.04
O -0.016 0.947 -2.622 0.04
O 1.580 1.860 -3.803 0.01
H 0.102 2.704 -4.872 0.00
C -2.605 -2.288 -0.870 0.10
S -0.831 -2.507 -0.248 0.04
O -0.341 -1.026 -0.416 0.08
C -1.275 -2.591 1.618 0.23
H -2.674 -2.339 -1.956 -0.01
H -2.887 -1.300 -0.505 -0.03
H -3.178 -3.144 -0.515 0.02
H -0.315 -2.747 2.109 0.00
H -2.015 -3.383 1.735 0.01
H -1.631 -1.626 1.979 -0.09
C -2.709 3.022 0.782 -1.64
S -1.857 1.433 1.110 0.03
O -0.641 1.306 0.114 1.13
C -1.177 2.088 2.791 -0.77
H -2.098 3.503 0.018 0.08
H -3.105 3.532 1.660 0.62
H -3.577 2.695 0.210 0.14
H -1.973 1.678 3.413 0.52
H -0.976 3.159 2.769 0.08
H -0.269 1.530 3.017 -0.02
```

Gap between HOMO and LUMO (spin up / spin down) = 2.40 / 6.79 eV
Expectation value of S² = 2.030
Spin multiplicity = 3
Highest occupied orbital energy (spin up / spin down) = 1.514 / -2.956 eV
Charge = -2
Relative energy (zero: lowest compared OMol25 entry of this formula, charge and spin) = 0.7598 eV
Max |F| = 0.143 Eh/bohr



Record 2
# C19H22N6

C19H22N6 in the gas phase (the ωB97M-V functional and the def2-TZVPD basis, the OMol25 dataset).

The geometry in XYZ format:
```
47
Properties=species:S:1:pos:R:3:nbo_charge:R:1
C 1.581 -1.086 1.384 -0.42
N 0.310 -1.841 1.302 -0.36
C -0.294 -2.588 2.312 -0.08
C -1.490 -3.001 1.751 0.04
C -2.488 -3.864 2.401 0.03
C -2.309 -4.458 3.665 -0.24
C -3.251 -5.358 4.170 -0.20
C -4.399 -5.683 3.445 -0.24
C -4.619 -5.080 2.247 -0.20
C -3.692 -4.162 1.706 -0.22
N -1.654 -2.469 0.452 -0.46
C -0.576 -1.784 0.230 0.38
C -0.430 -0.846 -0.950 -0.43
C -1.049 0.543 -0.595 -0.42
C -0.644 1.688 -1.506 0.19
C -1.541 2.224 -2.445 -0.07
N -1.186 3.162 -3.368 -0.34
C 0.108 3.588 -3.274 -0.07
C 1.020 3.073 -2.336 0.35
N 2.350 3.496 -2.304 -0.28
C 3.186 3.389 -1.108 -0.23
C 4.397 4.256 -1.451 -0.42
C 3.832 5.342 -2.318 -0.23
N 2.914 4.543 -3.141 -0.45
N 0.642 2.107 -1.439 -0.46
H 2.372 -1.591 0.757 0.21
H 1.511 -0.036 1.050 0.22
H 1.933 -1.038 2.428 0.22
H 0.169 -2.860 3.277 0.22
H -1.441 -4.288 4.308 0.20
H -3.022 -5.842 5.125 0.21
H -5.082 -6.429 3.816 0.21
H -5.485 -5.356 1.633 0.21
H -3.879 -3.723 0.724 0.23
H 0.626 -0.680 -1.186 0.22
H -0.949 -1.295 -1.791 0.24
H -2.120 0.461 -0.619 0.22
H -0.754 0.768 0.423 0.22
H -2.598 1.906 -2.458 0.20
H 0.418 4.292 -4.028 0.21
H 3.552 2.387 -0.860 0.21
H 2.663 3.764 -0.234 0.19
H 5.088 3.670 -2.015 0.20
H 4.931 4.675 -0.588 0.22
H 4.631 5.816 -2.911 0.21
H 3.309 6.117 -1.741 0.20
H 3.409 4.092 -3.939 0.36
```

Gap between HOMO and LUMO = 8.32 eV
Highest occupied orbital energy = -7.731 eV
SMILES string = Cn1cc(-c2ccccc2)nc1CCc1cncc(N2CCCN2)n1
Charge = 0
Relative energy (zero: lowest compared OMol25 entry of this formula, charge and spin) = 3.1530 eV
Max |F| = 0.049 Eh/bohr